The following is a quantum chemistry calculation of a single C25H31N3O6 molecule, from the Open Molecules 2025 dataset.

Last column: natural (NBO) charge in e.
CARTESIAN COORDINATES (ANGSTROEM)
C1 1.44 -0.20 7.16  -0.6359
C2 0.17 0.44 7.71  -0.0675
O1 -0.75 0.77 6.66  -0.5261
C3 -1.50 -0.26 6.20  0.8964
O2 -1.49 -1.38 6.66  -0.6666
N1 -2.30 0.13 5.18  -0.4554
C4 -2.26 1.46 4.61  -0.2036
C5 -2.67 1.41 3.14  -0.4297
C6 -2.06 0.16 2.51  -0.0384
N2 -2.11 0.18 1.06  -0.4224
C7 -3.35 0.18 0.31  -0.2256
C8 -2.94 0.72 -1.04  0.2167
C9 -3.50 0.35 -2.40  -0.2208
C10 -3.04 1.29 -3.21  -0.1857
C11 -2.26 2.25 -2.33  0.0669
O3 -2.94 2.14 -1.09  -0.5031
C12 -0.90 1.58 -1.96  -0.3181
C13 0.00 1.16 -3.12  0.6874
O4 -0.29 1.32 -4.28  -0.6147
N3 1.13 0.59 -2.64  -0.6039
C14 2.22 0.07 -3.35  0.1140
C15 2.31 0.10 -4.74  -0.2332
C16 3.41 -0.43 -5.38  -0.2492
C17 4.45 -1.00 -4.66  0.2751
O5 5.59 -1.53 -5.18  -0.4952
C18 5.76 -1.62 -6.58  -0.0614
C19 4.96 -2.78 -7.19  -0.6381
C20 4.36 -1.03 -3.26  -0.2417
C21 3.26 -0.51 -2.62  -0.2121
C22 -1.41 0.39 -1.14  -0.3245
C23 -1.00 0.33 0.32  0.7007
O6 0.14 0.40 0.73  -0.6429
C24 -2.72 -1.10 3.10  -0.4080
C25 -3.17 -0.83 4.54  -0.2238
H1 1.91 0.45 6.43  0.2084
H2 2.13 -0.37 7.98  0.2148
H3 1.20 -1.15 6.69  0.2249
H4 0.38 1.39 8.20  0.1860
H5 -0.33 -0.24 8.41  0.1996
H6 -2.93 2.13 5.17  0.1935
H7 -1.24 1.85 4.70  0.2235
H8 -2.31 2.30 2.62  0.2327
H9 -3.76 1.38 3.04  0.1972
H10 -0.99 0.15 2.75  0.2404
H11 -4.09 0.83 0.77  0.2223
H12 -3.76 -0.84 0.22  0.2011
H13 -4.06 -0.54 -2.61  0.2235
H14 -3.13 1.39 -4.27  0.2371
H15 -2.19 3.28 -2.67  0.2169
H16 -0.35 2.28 -1.32  0.2466
H17 1.22 0.52 -1.63  0.4178
H18 1.51 0.54 -5.31  0.2506
H19 3.44 -0.38 -6.46  0.2090
H20 6.83 -1.80 -6.71  0.1921
H21 5.50 -0.67 -7.06  0.1690
H22 5.26 -3.71 -6.72  0.2147
H23 3.89 -2.64 -7.03  0.2131
H24 5.16 -2.83 -8.26  0.2137
H25 5.17 -1.48 -2.71  0.2251
H26 3.20 -0.54 -1.54  0.2135
H27 -1.22 -0.57 -1.62  0.2435
H28 -2.02 -1.93 3.07  0.2190
H29 -3.60 -1.37 2.50  0.2015
H30 -4.19 -0.43 4.56  0.1853
H31 -3.14 -1.74 5.14  0.2539

Summary:
Relative energy (zero: lowest compared OMol25 entry of this formula, charge and spin): 1.23 kcal per mole
SMILES string: CCOC(=O)N1CCC(N2C[C@@]34C=C[C@@H](O3)[C@H](C(=O)Nc3ccc(OCC)cc3)[C@H]4C2=O)CC1
Highest occupied orbital energy: -7.842 eV
Kohn-Sham gap: 8.45 eV